No. 1
The following is a DFT calculation (wB97M-V/def2-TZVPD) of a structure of composition C26H40AuNP2Se3Te in a non-equilibrium geometry.

2S+1 = 3
strongest force on any atom = 3.3 eV/A
LUMO energy (alpha / beta) = -0.09 / -1.65 eV
frontier orbital gap (alpha / beta) = 5.94 / 5.06 eV
<S²> = 2.01

Last column: Löwdin spin population.
Element x y z (Å)
Au (-1.30, -0.53, -0.31)  0.362
C (-2.87, 0.74, 4.40)  0.002
C (-2.38, -0.24, 3.28)  0.005
C (-1.59, -1.41, 3.82)  0.001
P (-1.44, 0.53, 1.89)  0.062
C (-2.07, 2.30, 1.65)  0.013
C (-1.65, 3.31, 2.72)  0.005
C (-3.60, 2.27, 1.35)  0.000
C (0.28, 0.66, 2.22)  0.009
C (0.68, 1.16, 3.46)  0.002
C (2.01, 1.38, 3.83)  0.002
C (2.48, 1.94, 5.16)  0.000
C (2.94, 1.05, 2.82)  0.000
C (2.58, 0.45, 1.64)  0.005
C (1.25, 0.21, 1.28)  0.007
N (0.88, -0.37, 0.12)  0.125
C (1.69, -1.02, -0.78)  0.020
C (2.91, -1.68, -0.49)  0.008
C (3.69, -2.24, -1.49)  0.003
C (3.33, -2.22, -2.83)  0.001
C (4.09, -2.93, -3.92)  0.000
C (2.06, -1.69, -3.13)  0.004
C (1.26, -1.05, -2.16)  0.008
P (-0.38, -0.39, -2.54)  0.094
C (-0.21, 1.36, -3.01)  0.017
C (-0.25, 2.18, -1.73)  0.005
C (0.95, 1.70, -3.89)  0.007
C (-1.20, -1.34, -3.84)  0.009
C (-0.99, -0.73, -5.19)  0.004
C (-0.99, -2.83, -3.71)  0.000
H (-3.60, 1.46, 3.98)  0.000
H (-1.96, 1.29, 4.80)  0.000
H (-3.35, 0.21, 5.21)  0.000
H (-3.30, -0.61, 2.79)  0.001
H (-0.66, -1.06, 4.31)  0.000
H (-1.28, -2.10, 3.01)  0.002
H (-2.17, -2.00, 4.52)  0.000
H (-1.52, 2.62, 0.77)  0.001
H (-2.15, 3.21, 3.68)  0.000
H (-1.98, 4.28, 2.35)  0.001
H (-0.56, 3.28, 2.77)  0.000
H (-4.13, 2.06, 2.28)  0.000
H (-3.81, 1.51, 0.60)  0.000
H (-3.89, 3.23, 0.90)  0.000
H (-0.07, 1.39, 4.18)  0.001
H (2.68, 1.20, 5.91)  0.000
H (1.65, 2.60, 5.50)  0.000
H (3.38, 2.52, 5.02)  0.000
H (3.98, 1.33, 2.96)  0.000
H (3.31, 0.25, 0.89)  0.000
H (3.28, -1.69, 0.45)  0.000
H (4.66, -2.68, -1.16)  0.000
H (3.90, -3.98, -3.81)  0.000
H (5.17, -2.80, -3.76)  0.000
H (3.80, -2.65, -4.91)  0.000
H (1.63, -1.79, -4.15)  0.001
H (-1.18, 1.61, -3.54)  0.000
H (0.55, 1.78, -1.03)  0.000
H (-1.22, 2.08, -1.22)  0.002
H (-0.06, 3.24, -1.96)  0.000
H (1.83, 1.53, -3.33)  0.000
H (0.86, 2.78, -4.18)  0.002
H (0.97, 1.06, -4.75)  0.000
H (-2.27, -1.15, -3.60)  0.001
H (0.06, -0.68, -5.47)  0.000
H (-1.46, 0.27, -5.27)  0.000
H (-1.48, -1.30, -5.96)  0.001
H (0.00, -3.21, -3.98)  0.000
H (-1.70, -3.26, -4.43)  0.000
H (-1.24, -3.16, -2.70)  0.001
Se (-3.58, -1.57, -0.85)  0.223
Se (-3.48, -2.83, 1.12)  0.029
Te (-1.99, -4.80, 0.45)  0.330
Se (0.20, -4.02, 0.99)  0.625

---

No. 2
The following is a DFT calculation (wB97M-V/def2-TZVPD) of the molecule C19H22N2OS.

2S+1 = 1
strongest force on any atom = 0.6 eV/A
LUMO energy = 0.68 eV
relative energy (zero: lowest compared OMol25 entry of this formula, charge and spin) = 0.5 kcal/mol
frontier orbital gap = 7.99 eV

Last column: Löwdin charge in e.
Element x y z (Å)
O (0.03, 0.52, 1.42)  0.077
C (0.25, 0.69, 0.25)  -0.490
C (-0.51, -0.06, -0.86)  -0.080
N (-1.76, -0.60, -0.41)  -0.090
C (-1.65, -1.89, 0.25)  -0.234
C (-2.77, -2.15, 1.23)  -0.433
S (-4.36, -2.01, 0.36)  0.936
C (-4.15, -0.30, -0.05)  -0.472
C (-5.27, 0.51, -0.08)  -0.122
C (-5.16, 1.86, -0.36)  -0.107
C (-3.91, 2.40, -0.56)  -0.094
C (-2.78, 1.60, -0.53)  -0.024
C (-2.87, 0.22, -0.31)  -0.225
N (1.18, 1.55, -0.22)  0.067
C (2.04, 2.33, 0.64)  -0.171
C (3.52, 2.06, 0.38)  -0.178
C (3.99, 0.69, 0.89)  -0.147
C (3.31, -0.47, 0.23)  -0.243
C (2.59, -1.39, 0.98)  -0.043
C (1.99, -2.48, 0.38)  -0.094
C (2.10, -2.67, -0.98)  -0.107
C (2.82, -1.77, -1.74)  -0.090
C (3.43, -0.68, -1.14)  -0.054
H (0.13, -0.89, -1.19)  0.117
H (-0.67, 0.59, -1.72)  0.129
H (-0.70, -1.91, 0.80)  0.102
H (-1.64, -2.68, -0.51)  0.124
H (-2.71, -3.15, 1.64)  0.077
H (-2.77, -1.41, 2.03)  0.092
H (-6.23, 0.06, 0.11)  0.098
H (-6.05, 2.48, -0.39)  0.097
H (-3.79, 3.46, -0.74)  0.101
H (-1.82, 2.06, -0.66)  0.098
H (1.35, 1.61, -1.21)  0.144
H (1.78, 2.06, 1.67)  0.124
H (1.83, 3.39, 0.49)  0.121
H (3.72, 2.14, -0.69)  0.104
H (4.11, 2.84, 0.88)  0.111
H (3.82, 0.65, 1.97)  0.116
H (5.07, 0.62, 0.72)  0.120
H (2.48, -1.24, 2.05)  0.118
H (1.44, -3.19, 0.99)  0.106
H (1.64, -3.53, -1.45)  0.104
H (2.92, -1.91, -2.81)  0.103
H (4.01, 0.01, -1.74)  0.112

---

No. 3
The following is a DFT calculation (wB97M-V/def2-TZVPD) of a structure of composition C23H25CrN2O in a non-equilibrium geometry.

charge = -1
2S+1 = 5
strongest force on any atom = 2.5 eV/A
LUMO energy (alpha / beta) = 2.60 / 2.59 eV
frontier orbital gap (alpha / beta) = 4.75 / 6.81 eV
<S²> = 6.03

Last column: Löwdin spin population.
Element x y z (Å)
C (2.34, 0.05, 2.87)  0.040
C (2.30, -0.72, 1.66)  0.041
C (1.68, 0.08, 0.64)  0.032
H (2.71, -1.72, 1.53)  0.005
C (1.31, 1.34, 1.23)  0.052
C (1.74, 1.33, 2.59)  0.014
H (0.85, 2.19, 0.71)  0.010
C (-1.42, -1.81, 3.51)  0.095
C (-0.24, -2.46, 3.01)  0.041
C (-0.25, -2.36, 1.57)  0.003
H (0.48, -3.04, 3.59)  0.004
C (-1.40, -1.56, 1.20)  0.030
C (-2.09, -1.19, 2.41)  0.068
H (1.58, -0.16, -0.42)  0.003
H (1.66, 2.18, 3.27)  0.001
H (2.79, -0.25, 3.81)  0.007
H (-3.02, -0.63, 2.43)  0.004
H (0.41, -2.87, 0.86)  0.001
H (-1.79, -1.81, 4.53)  0.004
Cr (0.28, -0.26, 2.28)  3.454
C (-1.89, -1.28, -0.19)  0.004
C (-3.41, -1.52, -0.22)  0.002
C (-1.24, -2.19, -1.23)  0.000
H (-3.63, -2.55, 0.08)  0.000
H (-3.79, -1.35, -1.23)  0.000
H (-3.93, -0.83, 0.45)  0.000
H (-1.39, -3.24, -0.96)  0.000
H (-0.16, -2.00, -1.35)  0.000
H (-1.71, -2.03, -2.21)  0.000
C (-1.53, 0.21, -0.47)  0.014
C (-2.11, 0.71, -1.77)  0.001
H (-0.43, 0.31, -0.51)  0.004
H (-1.89, 0.87, 0.35)  0.006
O (-3.05, 0.14, -2.33)  0.001
N (-1.57, 1.82, -2.36)  0.000
C (-0.40, 2.58, -1.94)  0.000
H (-2.05, 2.12, -3.19)  0.000
C (0.91, 1.94, -2.35)  0.001
C (2.10, 2.55, -1.95)  0.001
H (2.04, 3.47, -1.36)  0.001
C (3.34, 2.01, -2.30)  0.001
H (4.26, 2.50, -1.98)  0.000
C (3.39, 0.83, -3.06)  0.000
H (4.36, 0.40, -3.33)  0.000
C (2.21, 0.21, -3.47)  0.000
H (2.23, -0.71, -4.06)  0.000
C (0.97, 0.77, -3.13)  0.000
H (0.04, 0.31, -3.48)  0.000
H (-0.42, 2.70, -0.85)  0.000
H (-0.47, 3.58, -2.38)  0.000
N (-0.47, 0.86, 5.31)  0.033
C (-0.22, 0.47, 4.23)  0.023